[1]
Density functional theory data (wB97M-V/def2-TZVPD) for a structure of composition C19H28N6O4PbS at a distorted geometry.

Geometry as ORCA input:
```
! wB97M-V def2-TZVPD RIJCOSX def2/J DEFGRID3
* xyz 0 1
Pb 1.1541 0.8909 -0.7710
S 0.0853 1.9509 1.6022
C 0.5793 1.1283 3.0586
C 0.6153 1.8429 4.2706
C 0.9820 1.1945 5.4276
C 1.3068 -0.1601 5.3778
C 1.2603 -0.7824 4.1488
N 0.9139 -0.1688 3.0113
H 0.3506 2.8903 4.2681
H 1.0249 1.7327 6.3663
H 1.5905 -0.7086 6.2649
H 1.5152 -1.8330 4.0477
N 2.8934 -0.5535 0.7802
C 3.2993 -1.9109 0.4024
C 4.2991 -1.9219 -0.7585
C 3.9797 -1.0128 -1.9503
C 2.7909 -1.4149 -2.8204
N 1.5012 -1.3719 -2.1062
H 3.6995 -0.0065 1.0663
H 2.2546 -0.5855 1.5780
H 2.3931 -2.4599 0.1434
H 3.7589 -2.4464 1.2416
H 4.4089 -2.9531 -1.1067
H 5.2733 -1.6196 -0.3625
H 4.8569 -0.9977 -2.6013
H 3.8326 0.0111 -1.5985
H 2.9716 -2.4056 -3.2512
H 2.7112 -0.6980 -3.6366
H 1.3031 -2.2492 -1.6425
H 0.7643 -1.1830 -2.7789
O -2.4645 3.4664 -5.3980
C -2.8887 3.8694 -4.2238
O -3.8148 4.6362 -4.0848
C -2.1758 3.3484 -3.0184
C -2.5059 3.7219 -1.7320
N -1.6847 3.0644 -0.9037
N -0.8285 2.2846 -1.5713
C -1.1012 2.4373 -2.8591
C -0.2547 1.6673 -3.8559
O -0.5349 1.7842 -5.0610
O 0.6658 0.9616 -3.3664
H -1.7007 2.7974 -5.3286
H -3.2679 4.4022 -1.3913
H -1.6243 3.0946 0.1064
C -2.3580 -2.3712 2.1239
C -2.7933 -1.5388 0.9101
C -3.5860 -0.2997 1.3582
C -3.6109 -2.3792 -0.0799
C -1.5891 -1.0540 0.2396
N -0.6650 -0.5991 -0.2590
H -3.2440 -2.7033 2.6653
H -1.7362 -1.7786 2.7956
H -1.7916 -3.2497 1.8133
H -4.4872 -0.6221 1.8799
H -3.8774 0.3032 0.4978
H -2.9896 0.3191 2.0291
H -4.5321 -2.7033 0.4041
H -3.0575 -3.2626 -0.3989
H -3.8711 -1.7948 -0.9624
*
```

Results
Strongest force on any atom in eV Å⁻¹: 1.08
Energy above the lowest of the compared OMol25 structures with the same formula, charge and spin in kcal/mol: 11.52
Frontier orbital gap in eV: 8.0
E_tot in Eh: -1961.4390

---

[2]
Density functional theory data (wB97M-V/def2-TZVPD) for a structure of composition C6H7NO at a distorted geometry.

Geometry as ORCA input:
```
! wB97M-V def2-TZVPD RIJCOSX def2/J DEFGRID3
* xyz 0 1
C 0.2184 1.0607 -0.6466
C 0.7007 -0.4267 -0.8053
C -0.7620 -0.6809 -1.0251
C -1.1125 0.4719 -0.1689
C -0.3527 0.1089 1.1475
C 0.8973 -0.5618 0.7140
H 1.5390 -0.6966 -1.6254
H -1.0935 -1.5926 -0.4539
H -1.2246 -0.9399 -2.1904
H -2.0003 1.0839 0.2867
H -0.8813 -0.4901 1.8855
H 1.0724 1.2924 0.8902
H 1.4522 -1.4558 1.3079
N 0.9097 0.5864 1.5041
O 0.6373 2.2401 -0.8202
*
```

Results
Strongest force on any atom in eV Å⁻¹: 7.04
Energy above the lowest of the compared OMol25 structures with the same formula, charge and spin in kcal/mol: 123.55
Frontier orbital gap in eV: 10.5
E_tot in Eh: -362.6166

---

[3]
Density functional theory data (wB97M-V/def2-TZVPD) for a structure of composition C32H44BrCrN3P2S at a distorted geometry.

Geometry as ORCA input:
```
! wB97M-V def2-TZVPD RIJCOSX def2/J DEFGRID3
* xyz 2 5
C -0.0242 4.5458 -3.3072
C -0.2534 3.3146 -3.9694
C -0.3456 3.3294 -5.3800
C -0.2860 4.5629 -6.0384
N -0.0943 5.7108 -5.3948
C 0.0419 5.7150 -4.0710
C -0.4299 2.1082 -3.2445
C -0.7350 1.6160 -1.9844
C -0.9886 1.8060 -0.6137
C -0.0593 2.4007 0.2957
C -0.2010 2.2205 1.6462
C -1.1316 1.1777 2.1159
C -2.3381 1.1695 1.2885
C -2.2175 1.3518 -0.0589
Cr -0.5723 0.2271 -3.2336
P 2.1286 -1.2073 1.3501
H -0.4686 2.4267 -5.9741
H 0.0993 4.6195 -2.2292
H -0.3950 4.6161 -7.1255
H 0.2075 6.6857 -3.5985
H -3.0735 1.1608 -0.7112
H 0.7689 2.9950 -0.0976
H -3.3060 0.9805 1.7360
H 0.4020 2.7720 2.3577
C 2.2786 -2.8343 2.1050
C 3.5248 -3.6200 1.6810
H 1.3615 -3.3931 1.8583
H 2.2767 -2.6677 3.1955
H 3.6302 -4.4884 2.3419
H 3.4380 -3.9969 0.6537
H 4.4502 -3.0335 1.7603
C 2.5120 -1.1532 -0.4125
C 2.4240 0.2390 -1.0463
H 1.8456 -1.8547 -0.9449
H 3.5420 -1.5408 -0.4977
H 2.6447 0.1473 -2.1203
H 1.4046 0.6431 -0.9633
H 3.1285 0.9657 -0.6165
C 3.1623 -0.0230 2.2485
C 4.6596 -0.1599 1.9335
H 2.9739 -0.1886 3.3235
H 2.8017 0.9911 2.0079
H 5.1934 0.6592 2.4297
H 5.0802 -1.0990 2.3166
H 4.8746 -0.0886 0.8578
Br -0.1533 -0.5603 1.7551
P -1.2088 -1.5925 -2.4564
C -0.1728 -3.0923 -2.3560
C -0.8889 -4.4288 -2.4244
H 0.3837 -3.0035 -1.4089
H 0.5731 -3.0059 -3.1621
H -0.1420 -5.2179 -2.5601
H -1.4259 -4.6570 -1.4989
H -1.5879 -4.4843 -3.2646
C -2.4639 -1.7749 -1.1293
C -3.6210 -2.6973 -1.4723
H -2.8433 -0.7636 -0.9499
H -1.9415 -2.0676 -0.2051
H -4.3727 -2.6401 -0.6767
H -4.1252 -2.4054 -2.3985
H -3.3116 -3.7415 -1.5648
C -2.0919 -1.3654 -4.0512
C -1.9679 -2.4330 -5.1514
H -1.6521 -0.3782 -4.4590
H -3.1504 -1.1832 -3.8413
H -2.4560 -2.0468 -6.0539
H -0.9215 -2.6184 -5.4175
H -2.4481 -3.3763 -4.8745
N -3.2084 -0.4336 3.4514
C -2.5056 0.5134 4.1066
N -1.4324 1.1435 3.6055
C -0.5762 1.6270 4.6436
C 0.8058 1.7800 4.5934
C 1.5017 2.0040 5.7957
C 0.8085 2.1558 7.0028
C -0.5773 1.9515 7.0501
C -1.2398 1.6007 5.8789
S -2.8658 0.9057 5.7380
H -3.9720 -0.8690 3.9556
H -2.8324 -0.8967 2.6295
H 1.3412 1.7038 3.6448
H 2.5911 2.0676 5.7761
H 1.3548 2.4186 7.9056
H -1.1387 2.0527 7.9743
*
```

Results
Strongest force on any atom in eV Å⁻¹: 5.81
Frontier orbital gap (spin up / spin down) in eV: 5.0 / 5.6
E_tot in Eh: -6108.6195

---

[4]
Density functional theory data (wB97M-V/def2-TZVPD) for a structure of composition C8H18B2FIN4O2 at a distorted geometry.

Geometry as ORCA input:
```
! wB97M-V def2-TZVPD RIJCOSX def2/J DEFGRID3
* xyz 0 1
C 2.2594 -2.8865 2.3251
C 1.0050 -2.1122 1.6096
B 1.1631 -0.4419 1.6112
O 1.9349 0.3162 2.6161
N 0.3783 0.2607 0.4785
N -0.9853 0.2582 0.7248
C -1.5530 0.9422 -0.4981
C -3.1772 1.1216 -0.6188
C -3.9457 1.3278 0.8388
C -5.4674 0.6406 0.7702
F -4.0550 2.8037 1.1387
N -0.4237 1.3390 -1.4676
C 0.8602 0.8702 -0.8180
N 2.1749 0.9229 -1.2094
B 2.5516 1.5268 -2.5714
C 3.9160 0.8553 -3.2787
O 1.7836 2.6210 -3.2391
H 2.0628 -2.9522 3.4997
H 3.3130 -2.4138 2.0842
H 2.2589 -4.0012 1.9059
H -0.0537 -2.3768 2.0582
H 1.0281 -2.4053 0.4523
H 2.7199 -0.2136 2.9698
H -1.4195 -0.1478 1.5821
H -3.6394 0.1235 -1.0819
H -3.4862 1.9786 -1.3871
H -3.4076 0.7969 1.7345
H -5.9671 0.8013 -0.2766
H -6.1814 1.0228 1.6168
H -5.3766 -0.5396 0.9267
H 2.9941 0.5657 -0.6339
H 3.5276 0.1024 -4.1144
H 4.6543 1.6648 -3.7032
H 4.4726 0.1789 -2.4691
H 1.1618 2.1145 -3.8698
I 2.9186 -4.6647 0.2936
*
```

Results
Strongest force on any atom in eV Å⁻¹: 7.38
Frontier orbital gap in eV: 3.9
E_tot in Eh: -1132.1937